No. 1
Entry from OMol25: a cluster of 3 separate species, C20H35BN2OP in total at a distorted geometry (ωB97M-V/def2-TZVPD).

Summary:
Multiplicity ... 1
Charge ... +1
Highest occupied orbital energy ... -11.359 eV
Molecular weight ... 361.3 g/mol
Frontier orbital gap ... 7.343 eV
Max |F| ... 0.0945 Eh/bohr
Calculated total energy ... -36289.405 eV

Geometry as XYZ:
```
60
Properties=species:S:1:pos:R:3:forces:R:3:mulliken_charge:R:1
C 2.8801 6.1482 1.1934 -0.6 0.8 -0.6 -0.877
C 3.9541 5.6260 0.1126 0.5 0.7 0.6 -0.415
B 4.0763 4.0179 -0.0204 3.3 1.7 0.4 0.307
O 5.4303 3.4588 0.0001 -2.9 0.7 -1.7 -0.473
P 2.6387 2.7632 -0.2486 -0.6 -2.5 1.0 0.147
C 3.3386 1.0124 0.1104 -0.6 -0.1 -0.5 -0.463
C 3.7480 0.8544 1.6611 0.0 0.7 -0.7 -0.990
C 1.1636 3.0063 0.9071 -2.0 -0.4 0.3 -0.367
C -0.2814 2.9304 0.1997 -4.0 0.0 -1.6 0.653
C -0.5570 3.0887 -1.3151 -2.2 -0.4 1.7 -0.469
C -1.9936 3.0072 -1.9612 0.3 -0.3 3.8 -0.632
C -3.2380 2.7974 -1.0688 4.7 0.5 1.3 -0.544
C -2.9951 2.6725 0.4854 1.7 0.2 -1.6 0.488
C -4.3287 2.4568 1.3696 0.0 0.1 -1.0 -1.136
C -1.5536 2.7167 1.1104 -0.9 0.3 -3.4 -0.454
H 3.1625 7.1863 1.6114 -0.2 -1.8 -0.7 0.333
H 1.8741 6.3184 0.6444 1.4 -0.5 1.2 0.255
H 2.7681 5.4447 2.0848 0.1 0.9 -1.2 0.239
H 3.7739 6.1294 -0.9092 0.1 -0.8 1.4 0.388
H 4.9864 6.0199 0.4639 -1.5 -0.8 -0.7 0.258
H 5.7639 3.6765 -0.9132 0.3 -0.2 1.3 0.341
H 2.3089 2.7521 -1.6466 0.0 0.2 0.8 0.076
H 2.4889 0.2879 -0.1962 1.4 1.2 0.6 0.393
H 4.2083 0.8690 -0.6175 -1.1 0.3 1.1 0.434
H 4.7746 0.3577 1.6987 -1.6 0.5 0.2 0.301
H 3.8649 1.8972 2.1431 -0.2 -1.7 -0.5 0.248
H 2.9198 0.2689 2.1823 1.4 0.8 -0.5 0.336
H 1.1996 2.1361 1.6724 0.2 1.3 -1.4 0.312
H 1.1822 3.9652 1.5252 0.4 -1.2 -1.1 0.393
H 0.2926 3.2818 -2.0570 -1.4 -0.3 1.3 0.048
H -2.0827 3.1076 -3.0990 0.1 -0.1 2.0 0.331
H -4.2724 2.7736 -1.5407 1.5 0.0 0.9 0.297
H -5.1657 2.1102 0.6472 1.4 0.5 1.2 0.317
H -4.2093 1.6391 2.1581 0.0 1.3 -1.0 0.303
H -4.7229 3.4446 1.8197 0.9 -1.6 -0.5 0.348
H -1.4679 2.5850 2.2526 0.0 0.2 -2.1 0.254
C -2.0987 -3.2445 -0.9628 0.0 -0.1 0.0 -1.012
C -2.8493 -2.2492 -0.0841 0.1 -0.4 0.0 -0.699
C -2.5757 -0.7922 -0.4661 0.7 -0.1 0.3 0.017
C -1.1119 -0.4908 -0.3184 2.7 0.9 0.2 0.366
N 0.0408 -0.2556 -0.2020 -3.7 -0.8 -0.3 -0.508
H -1.0152 -3.1326 -0.8660 -0.1 0.1 0.0 0.342
H -2.3441 -4.2705 -0.6785 0.0 0.1 -0.1 0.285
H -2.3647 -3.1123 -2.0158 0.0 -0.1 0.1 0.268
H -2.5693 -2.4173 0.9610 -0.1 0.1 -0.1 0.305
H -3.9227 -2.4432 -0.1645 0.1 0.2 0.0 0.367
H -3.1445 -0.1200 0.1811 0.2 0.1 -0.1 -0.099
H -2.8772 -0.6027 -1.5000 0.2 0.1 0.1 0.374
C 0.2732 -6.5774 -0.2297 0.1 0.1 0.0 -1.002
C -0.7131 -7.6213 0.2736 0.1 0.2 0.1 -0.422
C -1.3050 -8.4691 -0.8589 -0.5 0.8 -0.4 -0.393
C -2.0559 -7.5876 -1.8314 -1.7 1.6 -2.3 0.260
N -2.6465 -6.8975 -2.5992 2.3 -2.6 3.0 -0.450
H -0.2133 -5.8598 -0.8957 0.0 -0.1 0.0 0.217
H 0.6914 -6.0130 0.6076 0.0 -0.1 -0.1 0.311
H 1.1013 -7.0449 -0.7709 -0.1 0.1 0.0 0.332
H -1.5183 -7.1183 0.8190 0.0 -0.2 -0.1 0.275
H -0.2041 -8.2770 0.9860 -0.1 -0.1 -0.1 0.314
H -1.9942 -9.2121 -0.4499 0.0 0.1 -0.2 0.282
H -0.5131 -8.9995 -1.3947 -0.1 0.1 -0.1 0.291
```
Positions in Å, forces in eV/Å.

=====

No. 2
Entry from OMol25: a cluster of 2 separate species, C7H10 in total (ωB97M-V/def2-TZVPD).

Summary:
Multiplicity ... 1
Charge ... 0
Highest occupied orbital energy (alpha / beta) ... -8.614 / -8.029 eV
Molecular weight ... 94.2 g/mol
SMILES ... C=C[C@@H]1C=C=CC1.[H][H]
Relative energy (zero: lowest compared OMol25 entry of this formula, charge and spin) ... 5.4805 eV
Frontier orbital gap (alpha / beta) ... 8.167 / 7.519 eV
Max |F| ... 0.0048 Eh/bohr
Calculated total energy ... -7415.554 eV

Geometry as XYZ:
```
17
Properties=species:S:1:pos:R:3:forces:R:3:mulliken_charge:R:1
C 1.4375 1.3791 -0.1626 -0.1 0.0 -0.1 -0.783
C 0.1768 1.2174 -0.5523 0.1 0.0 0.1 -0.260
C -0.5003 -0.0828 -0.9070 0.0 -0.1 -0.1 0.290
C 0.4701 -1.3345 -0.9405 0.1 0.1 0.0 -0.883
C 0.4045 -1.7228 0.5239 0.2 -0.1 0.0 -0.149
C -0.8223 -1.4192 1.0071 0.1 0.1 -0.2 -0.174
C -1.4792 -0.6062 0.1553 -0.2 0.0 0.0 -0.569
H 1.8138 2.3597 0.1148 -0.1 -0.1 0.0 0.259
H -1.2059 1.9129 2.7210 0.0 0.0 0.0 0.239
H 2.1427 0.5542 -0.0997 -0.1 0.1 0.0 0.171
H -0.4775 2.0891 -0.5868 0.1 -0.1 0.0 0.350
H -1.0419 0.0603 -1.8536 0.1 0.0 0.1 0.386
H 1.4858 -1.1205 -1.2918 -0.2 0.0 0.1 0.305
H 0.0432 -2.0870 -1.6146 0.0 0.1 0.1 0.324
H 1.2848 -1.9888 1.1058 -0.2 0.0 -0.1 0.357
H -1.1754 1.2821 2.3299 0.0 0.0 0.0 -0.241
H -2.5566 -0.4930 0.0513 0.2 0.0 0.1 0.377
```
Positions in Å, forces in eV/Å.

=====

Question: The lowest calculated total energy belongs to which entry?
Answer: C20H35BN2OP

=====

Question: max |F| of number 1 (C20H35BN2OP)?
Answer: 0.0945 Eh/bohr

=====

Question: Which formula does entry 2 have?
Answer: C7H10